Entry 1:
A 2-piece molecular cluster, C6H10 overall. Source: OMol25; level of theory: ωB97M-V/def2-TZVPD.

Cartesian coordinates (Å):
C (0.00155, 1.07042, 2.19687)
C (0.15044, 1.47792, 0.94295)
C (-0.51146, -0.40772, -1.41124)
C (0.76355, -0.10498, -2.15548)
C (-0.59278, -1.17221, -0.35350)
C (-0.64806, -1.82557, 0.77566)
H (-0.94022, 1.19242, 2.72699)
H (-0.48228, -1.26758, 1.69562)
H (0.81600, 0.59858, 2.74411)
H (-0.66032, 1.94643, 0.38754)
H (1.09059, 1.34954, 0.40901)
H (-1.42075, 0.08480, -1.75608)
H (1.62980, -0.50306, -1.61958)
H (0.76246, -0.52768, -3.16760)
H (0.88684, 0.97969, -2.26231)
H (-0.84537, -2.89099, 0.84704)

Results
- SMILES string: C=C=CC.C=C
- Energy above the lowest of the compared OMol25 structures with the same formula, charge and spin: 57.6 kcal per mole
- Largest force on an atom: 0.23 eV/Å
- LUMO level: 1.1228 eV
- Highest occupied orbital energy: -9.2680 eV

=====

Entry 2:
C8H8O4 as an isolated structure in a non-equilibrium geometry. Source: OMol25; level of theory: ωB97M-V/def2-TZVPD.

Cartesian coordinates (Å):
C (0.99722, -0.11166, -1.28756)
C (0.31864, 1.22914, -1.35339)
C (-0.79274, 1.74672, -0.55386)
C (-1.34129, 0.83689, 0.63012)
C (-0.53730, -0.34938, 0.70757)
C (-0.72516, -1.40710, 1.72541)
C (0.95604, -2.02567, 0.42704)
C (0.49725, -0.89631, -0.12478)
H (2.77823, 0.38502, -0.56689)
H (0.76114, -0.38377, -2.43823)
H (0.61367, 1.75329, -2.44890)
H (-1.73873, 2.80544, -0.77953)
H (-1.60289, 1.34837, 1.83546)
H (-3.36537, 0.36200, 0.89080)
H (-1.44511, -1.07717, 2.85595)
H (1.57097, -2.84474, 0.02257)
O (2.43356, 0.06651, -1.31297)
O (0.67048, 2.17783, -0.25675)
O (-2.63002, 0.57972, 0.01156)
O (0.29999, -2.38459, 1.50884)

Results
- Energy above the lowest of the compared OMol25 structures with the same formula, charge and spin: 196.7 kcal per mole
- Largest force on an atom: 7.05 eV/Å
- LUMO level: 0.0660 eV
- Highest occupied orbital energy: -8.9377 eV

=====

Entry 3:
An isolated molecule of C16H21N3O3S in a non-equilibrium geometry. Source: OMol25; level of theory: ωB97M-V/def2-TZVPD.

Cartesian coordinates (Å):
C (2.41439, -0.20782, 0.45920)
C (2.05662, -1.04234, -0.91046)
C (4.01901, -0.23763, 0.49565)
C (4.69061, 0.42672, -0.56002)
C (6.56775, 1.91858, 1.12373)
C (-0.26930, -0.30574, -0.47779)
C (-0.78414, -1.08441, 0.62152)
C (-1.52343, -0.17844, -1.43234)
C (-2.56524, 0.71238, -0.92222)
C (-2.69425, 2.07671, -0.88171)
C (-3.77014, 0.22283, -0.35618)
C (-4.53405, 1.41063, -0.02346)
C (-4.25599, -1.07882, -0.12573)
C (-5.82436, 1.21372, 0.52725)
C (-5.47619, -1.21873, 0.56087)
C (-6.37622, -0.12703, 0.72108)
H (1.86745, -0.34965, 2.37531)
H (2.09187, -1.70469, 1.54727)
H (2.03262, 0.84254, 0.33660)
H (4.10301, -1.41894, 0.33872)
H (4.53083, 0.15172, 1.39969)
H (4.55671, -0.00438, -1.54050)
H (4.49981, 1.60711, -0.55490)
H (5.92999, 1.46316, 2.00637)
H (7.62267, 2.15797, 1.18429)
H (6.06063, 2.72920, 0.71457)
H (0.37785, -1.41385, -2.02912)
H (0.08703, 0.71797, -0.30521)
H (-2.04440, -1.15457, -1.61162)
H (-1.07638, 0.28424, -2.37305)
H (-1.72296, 2.67544, -1.24314)
H (-4.08059, 3.52610, -0.00202)
H (-3.57195, -1.95357, -0.23871)
H (-6.69639, 2.10201, 0.40140)
H (-5.68641, -2.29374, 0.73674)
H (-7.40363, -0.24806, 1.14139)
H (-1.98732, -1.03585, 2.24904)
N (1.59465, -0.77328, 1.52052)
N (0.76494, -0.92416, -1.29533)
N (-3.84500, 2.50500, -0.34090)
O (2.93417, -1.64347, -1.50236)
O (-0.89272, -2.22125, 0.30595)
O (-1.19214, -0.51063, 1.76556)
S (6.50391, 0.47913, -0.07453)

Results
- SMILES string: CSCC[C@H](N)C(=O)N[C@@H](Cc1c[nH]c2ccccc12)C(=O)O
- Energy above the lowest of the compared OMol25 structures with the same formula, charge and spin: 128.9 kcal per mole
- Largest force on an atom: 6.10 eV/Å
- LUMO level: 0.4646 eV
- Highest occupied orbital energy: -8.0587 eV

=====

Entry 4:
C5H9NO as an isolated structure in a non-equilibrium geometry. Source: OMol25; level of theory: ωB97M-V/def2-TZVPD.

Cartesian coordinates (Å):
C (-1.43516, -0.19602, -0.61600)
C (-0.67278, -0.27416, 0.65409)
O (-0.31221, -1.60738, 1.04983)
C (0.72200, 0.49594, 0.60334)
C (1.78198, -0.23465, -0.23902)
C (0.47690, 1.81156, 0.02069)
N (-0.35750, 2.15043, -0.69722)
H (-1.38555, 1.58443, -1.35454)
H (-2.51370, -0.16548, -0.51459)
H (-1.08172, -0.83459, -1.42332)
H (-1.25400, 0.20859, 1.45743)
H (-1.08453, -2.15968, 0.84562)
H (1.09602, 0.60149, 1.62955)
H (2.73129, 0.31135, -0.23463)
H (1.44880, -0.33993, -1.27738)
H (1.93935, -1.23157, 0.17939)

Results
- Energy above the lowest of the compared OMol25 structures with the same formula, charge and spin: 123.5 kcal per mole
- Largest force on an atom: 4.06 eV/Å
- LUMO level (spin up / spin down): 0.0126 / 0.0127 eV
- Highest occupied orbital energy (spin up / spin down): -8.0328 / -8.0333 eV

=====

Entry 5:
C64H48Cl2F3N8O3PS2SbSr as an isolated structure in a non-equilibrium geometry. Source: OMol25; level of theory: ωB97M-V/def2-TZVPD.

Cartesian coordinates (Å):
Sr (0.05913, -0.06106, 0.18653)
Cl (-5.44913, 4.70140, 0.20542)
C (-4.56175, 3.20930, 0.25406)
C (-3.18052, 3.24310, 0.24450)
C (-2.41002, 2.07137, 0.26108)
N (-1.03746, 2.04694, 0.06606)
C (-0.31022, 3.16381, 0.13638)
O (-0.62781, 4.29232, 0.53327)
C (1.09068, 3.02872, -0.39818)
C (2.08618, 3.84178, 0.13877)
C (3.32981, 3.86042, -0.45637)
C (3.52996, 3.09003, -1.59501)
C (2.48177, 2.32037, -2.06159)
N (1.28219, 2.27183, -1.48022)
C (-3.08729, 0.83437, 0.40457)
C (-4.48338, 0.83102, 0.40814)
C (-5.22084, 1.99308, 0.29801)
Cl (-6.95133, 1.89664, 0.19037)
N (-2.41346, -0.38959, 0.37556)
C (-2.79758, -1.31780, 1.24542)
O (-3.32606, -1.11891, 2.36103)
C (-2.63415, -2.73477, 0.77685)
C (-3.59762, -3.66170, 1.17473)
C (-3.55504, -4.94057, 0.64985)
C (-2.53958, -5.25591, -0.24037)
C (-1.61236, -4.27298, -0.54976)
N (-1.65669, -3.03830, -0.06898)
H (-2.67861, 4.19389, 0.22915)
H (1.85573, 4.43290, 1.01220)
H (4.12998, 4.46351, -0.04825)
H (4.48593, 3.06939, -2.10020)
H (2.59116, 1.71038, -2.95043)
H (-5.01049, -0.10960, 0.49089)
H (-4.36174, -3.35642, 1.87541)
H (-4.29588, -5.67999, 0.92850)
H (-2.46212, -6.24168, -0.67887)
H (-0.78631, -4.49732, -1.21694)
O (-1.15000, 0.29695, 3.26735)
N (-0.45630, -0.86502, 3.49141)
C (0.47414, -0.73943, 4.33777)
C (1.24561, -1.91756, 4.76034)
C (1.35439, -2.14954, 6.13520)
C (1.94130, -3.30175, 6.61611)
C (2.46366, -4.23359, 5.72824)
C (2.41291, -3.98553, 4.37069)
C (1.80470, -2.83404, 3.86397)
P (1.82615, -2.56281, 2.03237)
C (1.33049, -4.30510, 1.66179)
C (0.10865, -4.69714, 2.21639)
C (-0.36452, -5.98428, 2.04096)
C (0.34115, -6.88674, 1.25477)
C (1.53407, -6.49673, 0.66999)
C (2.03362, -5.21733, 0.88416)
C (3.66095, -2.60239, 1.81601)
C (4.24674, -2.83042, 0.56937)
C (5.61368, -2.70400, 0.38072)
C (6.43229, -2.32667, 1.43288)
C (5.86867, -2.09068, 2.67539)
C (4.50096, -2.21551, 2.86164)
H (-2.04005, -0.01886, 2.96264)
H (0.65955, 0.20902, 4.84408)
H (0.93278, -1.42773, 6.82425)
H (1.98801, -3.48323, 7.68212)
H (2.91193, -5.14886, 6.09311)
H (2.85110, -4.69625, 3.68159)
H (-0.45921, -3.98221, 2.80292)
H (-1.28896, -6.28812, 2.51510)
H (-0.03846, -7.88900, 1.09736)
H (2.09125, -7.19533, 0.05672)
H (2.99370, -4.95080, 0.46324)
H (3.64116, -3.09262, -0.28654)
H (6.03670, -2.87540, -0.60120)
H (7.49634, -2.19491, 1.28224)
H (6.49044, -1.78443, 3.50682)
H (4.08912, -1.98944, 3.83429)
F (4.96605, 0.84679, 3.03087)
C (5.20716, 1.43923, 1.85257)
F (4.84191, 2.73459, 1.99581)
F (6.56658, 1.46585, 1.73992)
C (4.58117, 0.78489, 0.65817)
C (5.34912, 0.57373, -0.46674)
C (4.77699, -0.01320, -1.58842)
C (3.44601, -0.37367, -1.51858)
N (2.68119, -0.16595, -0.45448)
C (3.19796, 0.42877, 0.64688)
S (2.15686, 0.71581, 1.95237)
H (6.39097, 0.86592, -0.46615)
H (5.35178, -0.17977, -2.48813)
H (2.95263, -0.84422, -2.36384)
N (0.32203, -3.42069, -3.55610)
C (1.27610, -3.72294, -2.61494)
C (1.15717, -2.75782, -1.66078)
N (0.16438, -1.87807, -1.99924)
C (-0.31662, -2.30243, -3.13773)
H (0.17908, -3.90389, -4.42344)
H (1.91170, -4.58617, -2.69662)
H (1.68435, -2.63826, -0.73371)
H (-1.11651, -1.84910, -3.69412)
S (0.71282, 0.36517, -5.15510)
Sb (-1.16455, 1.53652, -4.69198)
C (-2.79337, 0.34366, -3.96918)
C (-3.87419, 0.12082, -4.81862)
C (-4.93020, -0.67533, -4.40726)
C (-4.91091, -1.26205, -3.15261)
C (-3.84113, -1.04302, -2.30226)
C (-2.77829, -0.23996, -2.69463)
C (-1.58139, 3.46035, -3.86849)
C (-0.70204, 4.52765, -3.97691)
C (-1.09125, 5.77457, -3.51487)
C (-2.36196, 5.95445, -2.98788)
C (-3.24231, 4.88877, -2.90125)
C (-2.84650, 3.62862, -3.32897)
C (-1.89763, 1.90422, -6.68222)
C (-2.27963, 3.16651, -7.11607)
C (-2.62834, 3.37089, -8.44533)
C (-2.59997, 2.31491, -9.34232)
C (-2.22996, 1.04722, -8.91090)
C (-1.87403, 0.84756, -7.58700)
H (-3.89192, 0.58124, -5.79887)
H (-5.77138, -0.83554, -5.06995)
H (-5.73428, -1.88962, -2.83651)
H (-3.81111, -1.49318, -1.31856)
H (-1.96448, -0.11926, -1.97815)
H (0.28184, 4.38301, -4.40443)
H (-0.40070, 6.60626, -3.56354)
H (-2.66533, 6.92970, -2.63078)
H (-4.23220, 5.02767, -2.48766)
H (-3.52218, 2.78701, -3.23131)
H (-2.30423, 3.99264, -6.41395)
H (-2.91598, 4.35939, -8.78135)
H (-2.86043, 2.47710, -10.38063)
H (-2.20943, 0.21999, -9.60926)
H (-1.55942, -0.13296, -7.24704)

Results
- Energy above the lowest of the compared OMol25 structures with the same formula, charge and spin: 21.3 kcal per mole
- Charge: -1
- Largest force on an atom: 1.52 eV/Å
- LUMO level: 1.8842 eV
- Highest occupied orbital energy: -4.5113 eV

=====

Entry 6:
An isolated ion of composition C5H13N2 and charge +1 in a non-equilibrium geometry. Source: OMol25; level of theory: ωB97M-V/def2-TZVPD.

Cartesian coordinates (Å):
C (1.69310, -0.67940, 0.67445)
C (0.45120, -1.24341, 0.04345)
C (-0.26176, -0.34981, -1.00056)
C (-0.89265, -0.71259, -2.10605)
C (-1.80534, 1.14988, 0.18176)
N (-0.37059, 0.99293, -0.35747)
N (1.40274, 0.52241, 1.53724)
H (1.96692, -1.42413, 1.44924)
H (2.50590, -0.56220, -0.02869)
H (-0.27272, -1.49200, 0.83572)
H (0.58348, -2.16364, -0.52392)
H (-1.74986, -0.24574, -2.58881)
H (-0.50847, -1.51808, -2.71381)
H (-2.59987, 0.63864, -0.37337)
H (-1.70375, 0.75258, 1.18921)
H (-1.97339, 2.22270, 0.08090)
H (-0.26671, 1.60999, -1.16587)
H (2.22440, 1.02787, 1.86615)
H (0.71552, 0.39459, 2.26986)
H (0.86183, 1.07939, 0.73053)

Results
- SMILES string: C=C(CC[NH3+])NC
- Energy above the lowest of the compared OMol25 structures with the same formula, charge and spin: 65.1 kcal per mole
- Charge: +1
- Largest force on an atom: 3.35 eV/Å
- LUMO level: -3.0889 eV
- Highest occupied orbital energy: -13.3374 eV